No. 1
Below is C4H7NOS as an isolated structure in a non-equilibrium geometry, with properties calculated with the ωB97M-V functional and the def2-TZVPD basis.

Each line ends with the natural charge from an NBO analysis.
CARTESIAN COORDINATES (ANGSTROEM)
1 C -1.26 0.04 0.60  -0.554
2 C -0.49 -0.91 -0.11  -0.128
3 C 0.91 -1.20 0.20  -0.230
4 C 1.10 0.67 -1.35  0.590
5 H -0.35 1.99 0.81  0.090
6 H -1.80 -0.58 1.41  0.241
7 H -1.92 0.73 0.06  0.245
8 H -1.28 -1.48 -0.60  0.241
9 H 1.39 -2.20 0.28  0.231
10 H 1.45 -0.26 0.82  0.230
11 H 0.06 1.63 -1.18  0.041
12 N 0.55 -0.60 -1.16  -0.462
13 O 2.30 0.90 -1.53  -0.547
14 S -0.66 1.27 1.77  0.012

Calculated values
**Molar mass**: 117.173 g mol⁻¹
**Highest occupied orbital energy**: -9.454 eV
**Largest force on an atom**: 5.02 eV Å⁻¹
**HOMO-LUMO gap**: 10.0 eV

=====

No. 2
Below is C5H29NO11 as an isolated structure in a non-equilibrium geometry, with properties calculated with the ωB97M-V functional and the def2-TZVPD basis.

Each line ends with the Mulliken spin population.
CARTESIAN COORDINATES (ANGSTROEM)
1 C -1.67 -0.63 1.71  0.007
2 C -0.68 0.29 0.97  -0.023
3 C -0.50 1.63 1.77  0.060
4 C -0.43 2.93 0.96  -0.004
5 O -1.73 3.32 0.48  0.002
6 N 0.47 -0.51 0.61  0.528
7 C 1.53 -0.07 -0.24  -0.089
8 O 2.76 -0.05 0.39  0.306
9 H -1.38 -0.78 2.78  0.000
10 H -2.66 -0.13 1.76  0.001
11 H -1.98 -1.66 1.46  -0.001
12 H -1.13 0.59 0.03  0.016
13 H 0.27 1.52 2.53  0.006
14 H -1.51 1.81 2.30  -0.003
15 H 0.17 2.78 0.03  0.002
16 H -0.12 3.90 1.40  0.004
17 H 0.91 -0.91 1.43  -0.036
18 H 1.52 -0.75 -1.19  0.093
19 H 1.29 0.97 -0.56  0.094
20 H 3.27 -2.92 1.33  0.000
21 H 2.93 -1.39 1.12  0.006
22 O 2.91 -2.18 1.81  0.021
23 H 2.66 0.62 3.29  0.000
24 H 3.01 0.62 1.74  -0.009
25 O 3.14 1.10 2.62  0.004
26 H 0.13 -2.57 2.32  0.000
27 H 1.57 -2.51 2.64  -0.002
28 O 0.68 -2.57 3.10  0.000
29 H -3.01 2.20 -2.29  0.000
30 H -2.10 2.64 -0.20  0.000
31 O -2.40 1.80 -1.67  0.000
32 H 1.45 -1.90 -1.64  0.008
33 H 0.31 -2.80 -2.12  0.000
34 O 1.20 -2.49 -2.35  0.013
35 H -0.98 -2.88 -0.02  -0.004
36 H -1.67 -2.23 -1.12  0.000
37 O -1.38 -3.14 -0.86  0.001
38 H 0.68 -0.54 -3.83  0.000
39 H -0.07 0.86 -3.64  0.000
40 O -0.07 -0.02 -4.12  0.000
41 H -2.30 0.22 -1.92  -0.001
42 H -1.59 -0.44 -3.06  0.000
43 O -2.14 -0.72 -2.30  0.000
44 H 0.29 2.58 -2.29  -0.001
45 H -1.29 2.10 -2.22  0.000
46 O -0.38 2.34 -2.92  0.000

Calculated values
**Molar mass**: 279.283 g mol⁻¹
**Charge**: -1
**2S+1**: 2
**Highest occupied orbital energy (spin up / spin down)**: -6.778 / -6.778 eV
**Largest force on an atom**: 2.98 eV Å⁻¹
**HOMO-LUMO gap (spin up / spin down)**: 9.4 / 5.5 eV

=====

No. 3
Below is a 14-piece molecular cluster, C42H112O14 overall in a non-equilibrium geometry, with properties calculated with the ωB97M-V functional and the def2-TZVPD basis.

Each line ends with the Mulliken charge.
CARTESIAN COORDINATES (ANGSTROEM)
1 C 1.52 -4.76 -5.74  -1.189
2 C 2.63 -5.18 -4.81  0.477
3 C 3.74 -6.11 -5.32  -1.141
4 O 3.19 -4.00 -4.23  -0.530
5 H 0.91 -4.03 -5.21  0.336
6 H 1.02 -5.66 -6.12  0.339
7 H 1.89 -4.12 -6.54  0.274
8 H 2.17 -5.64 -3.93  0.190
9 H 4.51 -5.58 -5.89  0.288
10 H 3.41 -6.95 -5.92  0.334
11 H 4.26 -6.51 -4.45  0.307
12 H 3.74 -3.52 -4.85  0.315
13 C 8.49 -2.14 -0.07  -1.341
14 C 9.31 -1.67 -1.30  0.623
15 C 8.97 -0.27 -1.53  -1.358
16 O 10.67 -1.77 -1.11  -0.542
17 H 8.89 -1.70 0.84  0.326
18 H 8.50 -3.22 -0.01  0.367
19 H 7.43 -1.86 -0.08  0.351
20 H 8.94 -2.36 -2.07  0.190
21 H 9.48 0.38 -0.80  0.341
22 H 7.91 -0.15 -1.71  0.379
23 H 9.40 0.14 -2.44  0.344
24 H 10.84 -2.70 -0.93  0.322
25 C 4.61 -7.24 2.90  -1.109
26 C 3.50 -6.98 3.98  0.513
27 C 3.91 -7.29 5.42  -1.335
28 O 3.08 -5.59 3.88  -0.560
29 H 5.55 -6.92 3.34  0.270
30 H 4.46 -6.75 1.94  0.332
31 H 4.63 -8.30 2.66  0.330
32 H 2.58 -7.52 3.74  0.242
33 H 4.66 -6.58 5.78  0.331
34 H 4.35 -8.26 5.66  0.352
35 H 3.06 -7.11 6.07  0.323
36 H 2.45 -5.51 3.16  0.310
37 C -4.63 -1.71 7.33  -1.331
38 C -3.44 -0.86 7.04  0.588
39 C -2.11 -1.67 6.90  -1.201
40 O -3.64 -0.06 5.89  -0.512
41 H -5.52 -1.11 7.50  0.333
42 H -4.53 -2.29 8.25  0.343
43 H -4.75 -2.40 6.50  0.327
44 H -3.25 -0.23 7.91  0.155
45 H -2.46 -2.59 6.42  0.287
46 H -1.63 -1.87 7.86  0.285
47 H -1.32 -1.35 6.22  0.408
48 H -2.77 0.30 5.70  0.318
49 C -2.41 -0.10 -9.06  -1.029
50 C -3.27 0.95 -8.30  0.272
51 C -3.27 0.74 -6.72  -1.168
52 O -2.68 2.17 -8.58  -0.533
53 H -2.64 -1.03 -8.55  0.311
54 H -1.35 0.09 -8.95  0.283
55 H -2.70 -0.17 -10.11  0.283
56 H -4.34 0.85 -8.46  0.295
57 H -3.86 1.51 -6.23  0.329
58 H -2.26 0.88 -6.33  0.287
59 H -3.64 -0.23 -6.39  0.344
60 H -1.80 2.26 -8.21  0.325
61 C -0.02 6.04 8.35  -1.149
62 C -0.02 5.15 7.05  0.265
63 C 1.29 5.30 6.21  -1.165
64 O -0.14 3.80 7.37  -0.520
65 H -0.95 5.84 8.88  0.307
66 H -0.01 7.12 8.17  0.364
67 H 0.77 5.66 9.00  0.298
68 H -0.78 5.51 6.36  0.291
69 H 2.12 4.89 6.78  0.327
70 H 1.49 6.37 6.13  0.344
71 H 1.21 4.79 5.25  0.294
72 H 0.59 3.49 7.91  0.343
73 C -1.95 -7.79 0.02  -1.170
74 C -3.07 -7.13 0.91  0.428
75 C -3.23 -7.86 2.28  -1.167
76 O -2.76 -5.72 1.00  -0.546
77 H -2.10 -8.83 -0.29  0.364
78 H -1.02 -7.71 0.59  0.277
79 H -1.91 -7.18 -0.88  0.295
80 H -3.98 -7.23 0.32  0.279
81 H -3.30 -8.94 2.11  0.318
82 H -4.16 -7.64 2.80  0.323
83 H -2.42 -7.58 2.94  0.305
84 H -3.53 -5.15 0.93  0.293
85 C 6.98 -1.36 -8.56  -1.254
86 C 5.98 -0.28 -8.54  0.684
87 C 5.04 -0.26 -9.68  -1.414
88 O 5.17 -0.45 -7.42  -0.534
89 H 7.60 -1.22 -7.68  0.303
90 H 7.67 -1.25 -9.40  0.370
91 H 6.48 -2.33 -8.54  0.315
92 H 6.45 0.70 -8.48  0.153
93 H 4.44 -1.17 -9.75  0.333
94 H 5.65 -0.13 -10.57  0.339
95 H 4.34 0.57 -9.67  0.410
96 H 4.38 0.10 -7.48  0.293
97 C 1.90 5.80 -7.50  -1.212
98 C 2.07 5.15 -6.10  0.472
99 C 1.14 5.72 -5.01  -1.236
100 O 1.61 3.78 -6.25  -0.534
101 H 0.89 5.58 -7.86  0.266
102 H 2.52 5.40 -8.31  0.324
103 H 2.12 6.84 -7.28  0.348
104 H 3.12 5.08 -5.81  0.224
105 H 1.45 5.18 -4.12  0.349
106 H 0.14 5.38 -5.29  0.340
107 H 1.14 6.81 -4.97  0.361
108 H 1.35 3.54 -5.36  0.297
109 C 6.27 0.39 5.68  -1.260
110 C 6.27 -1.05 6.14  0.593
111 C 7.44 -1.23 7.08  -1.420
112 O 5.06 -1.17 6.89  -0.580
113 H 7.20 0.44 5.11  0.340
114 H 6.34 1.15 6.46  0.317
115 H 5.47 0.72 5.01  0.312
116 H 6.17 -1.76 5.32  0.340
117 H 7.67 -2.25 7.41  0.331
118 H 7.19 -0.80 8.05  0.366
119 H 8.39 -0.79 6.79  0.338
120 H 4.44 -1.71 6.39  0.324
121 C -6.61 6.97 5.05  -1.258
122 C -6.72 5.45 4.85  0.519
123 C -8.10 4.95 5.03  -1.218
124 O -6.22 4.93 3.67  -0.565
125 H -5.60 7.28 4.77  0.310
126 H -6.92 7.24 6.05  0.359
127 H -7.29 7.41 4.32  0.325
128 H -6.05 4.93 5.54  0.234
129 H -8.07 3.86 5.02  0.343
130 H -8.80 5.24 4.25  0.310
131 H -8.48 5.30 5.99  0.331
132 H -6.11 3.99 3.81  0.310
133 C 0.97 0.05 0.89  -1.099
134 C 0.09 0.33 -0.36  0.494
135 C -1.03 1.35 -0.10  -1.340
136 O 0.85 0.52 -1.55  -0.527
137 H 1.44 0.99 1.19  0.289
138 H 1.76 -0.66 0.64  0.359
139 H 0.25 -0.32 1.62  0.305
140 H -0.47 -0.57 -0.63  0.191
141 H -0.61 2.34 0.09  0.374
142 H -1.53 1.23 0.86  0.344
143 H -1.76 1.42 -0.90  0.308
144 H 1.27 -0.33 -1.63  0.302
145 C -5.64 6.97 -2.33  -1.134
146 C -6.34 8.09 -1.54  0.349
147 C -7.00 9.26 -2.41  -1.181
148 O -7.38 7.45 -0.85  -0.548
149 H -4.69 7.34 -2.71  0.325
150 H -6.27 6.64 -3.16  0.279
151 H -5.40 6.13 -1.68  0.332
152 H -5.64 8.38 -0.75  0.305
153 H -7.48 10.00 -1.77  0.299
154 H -7.69 8.74 -3.08  0.319
155 H -6.25 9.71 -3.06  0.350
156 H -6.94 6.96 -0.15  0.304
157 C -7.70 -0.77 -0.34  -1.300
158 C -7.81 -1.74 0.94  0.480
159 C -8.32 -3.16 0.65  -1.211
160 O -6.48 -1.92 1.32  -0.527
161 H -7.31 0.23 -0.15  0.315
162 H -8.64 -0.64 -0.88  0.336
163 H -6.95 -1.13 -1.05  0.337
164 H -8.35 -1.25 1.75  0.307
165 H -8.41 -3.76 1.56  0.301
166 H -7.92 -3.75 -0.17  0.322
167 H -9.32 -2.95 0.29  0.343
168 H -6.38 -1.73 2.25  0.296

Calculated values
**Molar mass**: 841.344 g mol⁻¹
**Highest occupied orbital energy**: -9.796 eV
**Largest force on an atom**: 3.36 eV Å⁻¹
**HOMO-LUMO gap**: 9.8 eV